No. 1
C40H48IrNO2P4 | the ωB97M-V functional and the def2-TZVPD basis

Values from the calculation:
- max |F| (hartree/bohr) = 0.076
- LUMO (alpha / beta) (eV) = -10.909 / -10.879
- spin multiplicity = 2
- ΔE to the lowest compared entry with this formula, charge and spin (eV) = 2.089
- HOMO level (alpha / beta) (Eh) = -0.564 / -0.564
- total charge = +3

Each line ends with the Mulliken charge.
Geometry (Å):
Ir: -0.90585 -0.59823 -0.33902  1.06
N: -0.11256 0.78040 2.45296  0.14
P: -1.52767 -0.08825 2.16004  0.68
C: -1.98163 -0.77350 3.77977  0.76
C: -3.06493 -1.65399 3.83041  -0.29
C: -3.50837 -2.15892 5.03638  -1.07
C: -2.87075 -1.79411 6.21356  -0.60
C: -1.79930 -0.91282 6.17296  -0.99
C: -1.34547 -0.41075 4.96697  -0.54
C: -2.78913 1.23015 1.90963  1.12
C: -3.24194 1.97563 2.99303  -0.73
C: -4.17057 2.98310 2.78655  -0.74
C: -4.64778 3.24521 1.51307  -0.82
C: -4.19347 2.50575 0.43110  -1.17
C: -3.26403 1.50122 0.63176  0.32
P: 1.03282 0.83750 1.08812  1.12
C: 2.37618 1.68741 1.98407  0.62
C: 3.63399 1.10069 2.10675  -0.54
C: 4.63672 1.74297 2.81891  -0.80
C: 4.39319 2.96965 3.41690  -0.58
C: 3.14046 3.55317 3.29815  -0.81
C: 2.12996 2.91285 2.59706  -0.27
C: 0.06473 2.02829 0.08458  1.02
C: -0.60478 3.07258 0.72940  -1.19
C: -1.16767 4.09914 -0.00519  -1.25
C: -1.13491 4.06732 -1.39156  -1.00
C: -0.55910 2.99024 -2.04381  -1.65
C: 0.03952 1.97255 -1.31501  0.92
H: 0.31074 0.68729 3.36971  0.41
H: -3.55941 -1.94496 2.91717  0.26
H: -4.34896 -2.83493 5.06130  0.47
H: -3.20439 -2.19432 7.15740  0.44
H: -1.31944 -0.60545 7.08922  0.45
H: -0.51332 0.27821 4.98117  0.39
H: -2.87470 1.76995 3.98757  0.57
H: -4.52439 3.56124 3.62570  0.50
H: -5.38058 4.02282 1.36467  0.47
H: -4.56864 2.71729 -0.55816  0.55
H: -2.89682 0.90969 -0.21759  -0.03
H: 3.83891 0.13968 1.66049  0.45
H: 5.60783 1.28053 2.91485  0.46
H: 5.17357 3.47627 3.96473  0.45
H: 2.94233 4.51355 3.74901  0.47
H: 1.16606 3.38972 2.52049  0.26
H: -0.67524 3.08383 1.80497  0.46
H: -1.61451 4.93941 0.50342  0.56
H: -1.53899 4.88875 -1.95912  0.51
H: -0.55050 2.96984 -3.12270  0.61
H: 0.57725 1.20366 -1.85041  0.40
C: -4.77248 -1.58278 0.52529  -1.30
P: -3.14770 -2.03531 -0.19303  0.86
C: -2.65996 -3.58117 0.65317  -1.37
C: -3.66879 -2.62715 -1.85803  -0.84
C: -2.47175 -3.11032 -2.65664  -1.16
P: -1.06120 -1.91740 -2.56748  1.09
C: -1.55678 -0.60087 -3.73766  -1.40
C: 0.20180 -2.83668 -3.50936  -1.39
H: -5.30213 -2.49117 0.81225  0.59
H: -5.35697 -1.05336 -0.22553  0.46
H: -4.67063 -0.93324 1.39153  0.23
H: -3.48755 -4.29039 0.64031  0.53
H: -2.37640 -3.37423 1.68271  0.33
H: -1.79795 -4.01702 0.15071  0.37
H: -4.16596 -1.79888 -2.36881  0.40
H: -4.40962 -3.42244 -1.72688  0.57
H: -2.73712 -3.24050 -3.70943  0.66
H: -2.12343 -4.07596 -2.28185  0.43
H: -1.86485 -1.04230 -4.68413  0.53
H: -0.70673 0.05357 -3.91496  0.31
H: -2.37483 -0.01090 -3.32901  0.37
H: -0.26173 -3.21335 -4.42255  0.54
H: 0.57479 -3.67496 -2.92572  0.39
H: 1.03551 -2.18837 -3.76561  0.39
C: 6.70031 -1.14534 -4.86619  -1.56
C: 5.56157 -1.00312 -3.93995  0.40
C: 4.86503 0.20811 -3.84622  -1.06
C: 3.82146 0.39727 -2.95014  0.49
C: 3.14430 1.72764 -2.93037  -1.28
C: 3.43030 -0.68021 -2.13026  0.18
C: 4.11721 -1.91189 -2.19884  1.46
C: 3.78875 -3.04582 -1.29191  -1.59
C: 5.16740 -2.04759 -3.09741  -0.86
C: 2.28402 -0.49467 -1.16547  0.79
O: 2.39443 0.49474 -0.38599  -0.31
O: 1.29861 -1.24986 -1.19671  -0.92
H: 6.68447 -0.39327 -5.65121  0.40
H: 6.75305 -2.14237 -5.30054  0.40
H: 7.63578 -1.01404 -4.31121  0.31
H: 5.15196 1.02314 -4.49314  0.45
H: 3.76780 2.46970 -3.42063  0.55
H: 2.94236 2.05773 -1.91468  0.11
H: 2.20229 1.68162 -3.47847  0.25
H: 2.71658 -3.17250 -1.17232  0.11
H: 4.21046 -2.85454 -0.30364  0.34
H: 4.22023 -3.97146 -1.66174  0.43
H: 5.69966 -2.98539 -3.14366  0.49

---

No. 2
C18H54O18 | the ωB97M-V functional and the def2-TZVPD basis

Values from the calculation:
- max |F| (hartree/bohr) = 0.069
- LUMO (eV) = 0.126
- SMILES = OCCO.OCCO.OCCO.OCCO.OCCO.OCCO.OCCO.OCCO.OCCO
- ΔE to the lowest compared entry with this formula, charge and spin (eV) = 5.193
- HOMO level (Eh) = -0.358

Each line ends with the Mulliken charge.
Geometry (Å):
O: -1.59341 -3.91874 1.50575  -0.48
C: -1.94790 -5.09628 0.93123  -0.44
C: -0.65644 -5.92610 0.80460  -0.46
O: 0.13174 -5.44826 -0.25777  -0.50
H: -1.20970 -4.14519 2.35610  0.30
H: -2.47013 -5.60508 1.74147  0.26
H: -2.70972 -4.95562 0.16445  0.39
H: -1.06875 -6.89884 0.53653  0.27
H: -0.01712 -5.98545 1.68543  0.36
H: -0.26415 -5.64071 -1.11090  0.30
O: 6.95515 4.36715 3.04086  -0.54
C: 6.65865 3.31428 2.08598  -0.58
C: 5.33799 3.26993 1.27084  -0.20
O: 5.19291 4.34025 0.35698  -0.51
H: 7.33138 5.08354 2.52430  0.32
H: 7.37439 3.53943 1.29532  0.35
H: 6.90326 2.42389 2.66518  0.33
H: 4.46121 3.21076 1.91572  0.25
H: 5.44973 2.30256 0.78116  0.28
H: 5.38353 5.14471 0.84495  0.29
O: -1.95291 0.92217 0.71989  -0.46
C: -0.57294 0.98891 0.32213  -0.66
C: -0.32862 0.70616 -1.13343  -0.18
O: -0.63518 -0.59545 -1.53700  -0.46
H: -2.15488 0.02524 0.99616  0.31
H: -0.26121 2.01526 0.51586  0.34
H: 0.15055 0.51362 0.98451  0.34
H: 0.71692 0.84544 -1.40826  0.25
H: -0.94015 1.37347 -1.74075  0.25
H: -0.68628 -1.13079 -0.74175  0.27
O: 1.93568 -3.09184 -5.67116  -0.49
C: 1.72765 -2.29736 -6.79859  -0.39
C: 0.29058 -2.33166 -7.04037  -0.41
O: -0.16082 -3.43150 -7.80270  -0.52
H: 1.34209 -2.64425 -5.06377  0.30
H: 2.09935 -1.30829 -6.53086  0.25
H: 2.38503 -2.67028 -7.58401  0.28
H: 0.14269 -1.42645 -7.62929  0.27
H: -0.29074 -2.10872 -6.14568  0.37
H: -0.18550 -3.15345 -8.72123  0.33
O: -6.91023 -0.91075 -0.99269  -0.49
C: -6.88614 0.24273 -1.81602  -0.48
C: -7.61500 1.46685 -1.10202  -0.43
O: -6.84311 1.93179 -0.03359  -0.47
H: -7.71886 -0.89085 -0.47567  0.31
H: -5.89843 0.45931 -2.22298  0.36
H: -7.41322 -0.03416 -2.72904  0.28
H: -8.62191 1.26311 -0.73773  0.37
H: -7.64023 2.19561 -1.91219  0.24
H: -5.90167 1.98496 -0.21373  0.31
O: -4.31443 5.58456 6.07717  -0.53
C: -3.86527 5.56549 4.71602  -0.41
C: -3.55089 6.97383 4.21009  -0.27
O: -2.48668 7.55325 5.04061  -0.53
H: -3.69197 6.09414 6.60107  0.32
H: -3.09768 4.80307 4.58332  0.28
H: -4.74904 5.25123 4.16078  0.27
H: -4.36176 7.70057 4.25947  0.30
H: -3.28376 6.80485 3.16692  0.28
H: -2.38647 8.45476 4.72624  0.29
O: 5.00361 -2.68366 -0.09982  -0.52
C: 5.00511 -2.82170 1.35143  -0.20
C: 6.27220 -3.55634 1.70940  -0.47
O: 7.41606 -2.84296 1.36545  -0.52
H: 4.17182 -3.04034 -0.42000  0.29
H: 5.11101 -1.82092 1.77015  0.14
H: 4.09348 -3.33747 1.65310  0.35
H: 6.26645 -4.52858 1.21663  0.28
H: 6.26459 -3.78380 2.77538  0.33
H: 7.48666 -2.84115 0.40805  0.32
O: -5.23435 -1.74412 5.02716  -0.50
C: -6.20513 -2.77412 5.16263  -0.37
C: -7.59095 -2.05984 4.80865  -0.49
O: -7.72520 -1.73493 3.45682  -0.48
H: -5.61410 -1.03754 5.55454  0.33
H: -6.05614 -3.66764 4.55638  0.28
H: -6.21668 -3.17096 6.17776  0.27
H: -7.76151 -1.07476 5.24297  0.33
H: -8.42463 -2.65008 5.18902  0.30
H: -6.95949 -1.20754 3.21782  0.34
O: 5.42590 2.39525 -4.44033  -0.53
C: 6.69413 1.81825 -4.26919  -0.28
C: 6.95750 0.75171 -5.30422  -0.48
O: 7.26945 1.47739 -6.43277  -0.51
H: 5.28204 2.83905 -3.60132  0.30
H: 7.44470 2.60599 -4.20424  0.29
H: 6.74779 1.34023 -3.29108  0.32
H: 6.06155 0.13368 -5.36267  0.22
H: 7.78235 0.07763 -5.07327  0.34
H: 6.40482 1.86818 -6.57867  0.34

---

No. 3
C47H76IN5O7S2SbSi4Ti | the ωB97M-V functional and the def2-TZVPD basis

Values from the calculation:
- max |F| (hartree/bohr) = 0.054
- LUMO (alpha / beta) (eV) = -0.531 / -0.526
- spin multiplicity = 2
- ΔE to the lowest compared entry with this formula, charge and spin (eV) = 1.106
- HOMO level (alpha / beta) (Eh) = -0.235 / -0.271

Each line ends with the Mulliken charge.
Geometry (Å):
Ti: 0.00824 1.41331 -0.66529  -0.99
O: -0.47341 3.96911 3.96155  -0.73
C: -1.47464 3.08440 3.96516  0.96
C: -2.46229 3.23589 4.94117  -0.71
C: -3.54193 2.37972 4.99493  -0.71
C: -3.66052 1.34226 4.07301  -1.36
C: -2.68547 1.17509 3.11236  -0.35
C: -1.57989 2.03095 3.03350  0.56
C: -0.63225 1.89876 1.91943  0.61
O: -0.82259 1.01029 0.98732  0.43
N: 0.37560 2.73269 1.84479  -1.04
N: 0.98982 2.65232 0.61015  0.65
C: 1.99334 3.44846 0.42172  -0.51
C: 2.56348 3.66997 -0.87729  0.44
C: 3.68824 4.48792 -1.02939  -0.79
C: 4.19321 4.78439 -2.27699  -0.84
C: 3.54471 4.29193 -3.40769  -0.80
C: 2.42268 3.49586 -3.28487  -0.38
C: 1.91937 3.14134 -2.02836  0.36
O: 0.86485 2.36450 -1.90401  0.15
H: 0.12420 3.74364 3.20406  0.46
H: -2.35365 4.05135 5.64397  0.48
H: -4.29085 2.50931 5.76555  0.45
H: -4.50965 0.67263 4.10800  0.48
H: -2.76587 0.36708 2.39625  0.59
H: 2.35827 4.02644 1.26836  0.31
H: 4.16402 4.88705 -0.14085  0.46
H: 5.07168 5.40691 -2.37917  0.39
H: 3.91704 4.53922 -4.39379  0.48
H: 1.91604 3.12179 -4.16328  0.18
C: -0.26254 -1.35227 -5.22715  -0.89
C: 0.48876 -0.07701 -4.83749  1.80
C: -0.40973 1.14482 -5.07198  -0.98
C: 1.77525 0.05295 -5.65320  -1.42
O: 0.77757 -0.11498 -3.43496  0.59
Si: 1.85679 -0.98856 -2.56387  -3.07
S: 1.32967 -0.55906 -0.54495  1.56
O: 1.58205 -2.57213 -2.84395  0.81
C: 2.27564 -3.74016 -3.29271  1.68
C: 1.20949 -4.75092 -3.71028  -1.48
C: 3.17330 -3.41080 -4.48635  -1.42
C: 3.09603 -4.33637 -2.15225  -1.40
O: 3.36148 -0.56836 -3.03553  0.88
C: 4.62724 -0.22503 -2.46268  2.01
C: 5.15443 -1.37726 -1.61299  -1.44
C: 4.50053 1.03536 -1.61785  -0.93
C: 5.56839 0.03618 -3.63618  -1.96
H: -0.31308 -1.45553 -6.31263  0.39
H: -1.27773 -1.33832 -4.82239  0.28
H: 0.24794 -2.21544 -4.80813  -0.33
H: -1.04209 0.98356 -5.94715  0.47
H: 0.18110 2.04509 -5.23648  0.29
H: -1.02704 1.30440 -4.18844  -0.43
H: 1.54328 0.30856 -6.68877  0.52
H: 2.34072 -0.87910 -5.63102  0.16
H: 2.40301 0.83288 -5.22249  0.04
H: 0.59469 -4.35772 -4.52099  0.28
H: 0.55727 -4.97315 -2.86447  0.11
H: 1.68680 -5.67291 -4.04444  0.40
H: 2.56381 -3.14798 -5.35355  0.26
H: 3.79268 -4.27027 -4.74572  0.53
H: 3.81560 -2.56637 -4.24745  0.08
H: 2.43476 -4.65012 -1.34806  0.05
H: 3.79599 -3.60377 -1.75685  0.11
H: 3.65180 -5.20370 -2.51131  0.51
H: 4.44606 -1.59417 -0.81093  -0.10
H: 6.11279 -1.10220 -1.17167  0.63
H: 5.29661 -2.26790 -2.22632  0.35
H: 3.70565 0.90755 -0.88383  -0.33
H: 4.25869 1.87870 -2.26059  -0.01
H: 5.43647 1.24515 -1.09759  0.64
H: 5.63168 -0.84291 -4.27992  0.42
H: 6.56617 0.27477 -3.26561  0.35
H: 5.20289 0.87646 -4.22817  0.31
S: -6.01022 4.08253 -2.38654  -0.31
C: -4.43535 3.58974 -1.75908  0.61
C: -4.28552 2.68404 -0.71354  -1.31
C: -3.01655 2.38294 -0.26634  -0.71
N: -1.89084 2.88055 -0.79671  0.50
C: -2.04860 3.71089 -1.83106  -0.44
C: -3.27441 4.09648 -2.33673  -1.31
C: -7.08887 3.81151 -0.99464  0.37
C: -8.24739 3.07050 -1.17040  -0.26
C: -9.06534 2.86040 -0.06751  -0.36
N: -8.79479 3.33051 1.14326  -0.59
C: -7.69265 4.06015 1.29298  -0.39
C: -6.81174 4.34038 0.26032  -0.12
H: -5.13716 2.21952 -0.24052  0.64
H: -2.90396 1.70979 0.56886  0.79
H: -1.13153 4.10450 -2.25401  0.41
H: -3.33480 4.80066 -3.15562  0.51
H: -8.50119 2.66268 -2.13929  0.40
H: -9.97316 2.27487 -0.16089  0.36
H: -7.50690 4.44022 2.29121  0.40
H: -5.93209 4.94526 0.43168  0.46
N: -3.27014 -0.16187 -2.53221  -0.09
C: -2.24078 -0.23441 -1.66028  0.13
O: -1.29625 0.55731 -1.76095  0.64
C: -2.26244 -1.32923 -0.66296  -0.92
I: -1.90901 -3.17667 -1.75224  0.09
H: -3.12997 0.42492 -3.34166  0.33
H: -3.81796 -0.99526 -2.67881  0.32
H: -3.22465 -1.46771 -0.17846  0.71
H: -1.44738 -1.23321 0.04703  -0.39
C: -0.13791 -2.98777 6.34009  -1.44
Si: -0.98811 -1.72320 5.20270  1.08
C: -0.98871 -0.12680 6.23163  -1.00
C: -2.78980 -2.31049 5.04235  -1.14
Sb: -0.20173 -1.42135 2.74892  -1.34
Si: -0.05086 -3.97008 2.32283  0.77
C: 0.96370 -4.24208 0.74943  -0.99
C: 0.54983 -5.23834 3.60220  -1.41
C: -1.85795 -4.49717 2.00571  -1.18
Si: 2.19108 -0.75277 3.48424  0.89
C: 2.08018 0.86868 4.47031  -0.95
C: 3.44569 -0.40322 2.11918  -0.31
C: 2.92235 -2.10603 4.60142  -0.98
H: -0.87101 -3.44549 7.00807  0.38
H: 0.61919 -2.50351 6.95910  0.44
H: 0.35207 -3.78663 5.78516  0.33
H: -1.66976 -0.21908 7.08080  0.45
H: -1.29662 0.74150 5.64907  0.11
H: 0.00841 0.07314 6.62866  0.41
H: -3.34213 -2.17676 5.97501  0.47
H: -2.82301 -3.37059 4.78058  0.31
H: -3.31571 -1.76247 4.25788  0.22
H: 0.57946 -5.08256 0.16663  0.55
H: 0.95192 -3.35065 0.11916  0.01
H: 2.00659 -4.44772 1.00327  0.40
H: 1.51999 -4.98026 4.03010  0.32
H: 0.64126 -6.22062 3.13292  0.41
H: -0.16752 -5.32609 4.41930  0.38
H: -2.46964 -3.66234 1.65588  0.22
H: -2.31149 -4.86752 2.92745  0.34
H: -1.92208 -5.29241 1.26061  0.45
H: 2.15669 1.72336 3.79634  0.25
H: 2.89290 0.93734 5.19713  0.50
H: 1.13757 0.96381 5.01098  -0.01
H: 3.11163 0.45324 1.53348  -0.29
H: 3.54322 -1.24475 1.43450  -0.18
H: 4.42936 -0.17577 2.53860  0.66
H: 2.38723 -2.15347 5.55123  0.27
H: 3.97690 -1.91439 4.81213  0.42
H: 2.84576 -3.08715 4.12911  0.10